No. 1
A structure of composition C12H20Cl2O4Re at a distorted geometry, computed with ωB97M-V/def2-TZVPD.

Last column: Mulliken spin population.
Positions of all 39 atoms, in Å:
H (-2.5515, -1.7936, -2.9510)  -0.0017
O (-0.8207, -1.5112, 0.9303)  0.1007
O (0.0397, 0.6006, 2.5363)  -0.0355
H (1.0270, 2.7506, -3.0313)  0.0048
H (0.1067, 3.2224, -1.5670)  -0.0006
H (3.0843, -1.0442, -2.0037)  -0.0059
H (1.7841, 2.6453, -1.4075)  0.0035
C (0.3176, -1.2191, -1.8040)  0.0483
Cl (1.9537, -0.9066, 0.8103)  0.2052
H (-1.7216, 1.2468, 1.4384)  0.2017
O (-1.5029, 1.2050, 0.4775)  -0.4061
Re (-0.0020, 0.0172, -0.0301)  2.3230
H (-2.0966, -2.5697, -1.4091)  0.0028
H (-2.3171, 1.7090, -3.2332)  -0.0846
C (0.8468, 2.5220, -1.9668)  -0.0485
C (0.2604, 0.9405, 3.9147)  0.0442
C (-1.0455, -0.7511, -1.8250)  0.1153
H (0.6026, 0.0312, 4.3976)  0.0091
Cl (4.2073, 1.6246, -0.0744)  0.0055
C (-1.0183, 0.6821, -1.8975)  0.1905
C (0.7651, -2.6428, -1.9139)  0.0313
C (1.1873, -0.0621, -1.8565)  0.0967
H (0.9682, 1.7520, 4.0761)  0.0046
H (-0.7187, 1.2122, 4.2949)  -0.0124
H (0.0428, -3.3112, -1.4355)  0.0035
C (2.6312, -0.0674, -2.1877)  0.0316
H (0.8417, -2.9061, -2.9783)  -0.0079
O (1.1580, 2.4579, 1.7116)  -0.0755
H (-2.0681, 2.5566, -1.6883)  0.0722
C (-2.1949, 1.5702, -2.1482)  0.0431
C (-2.2764, -1.6084, -1.9018)  -0.0659
H (-3.1214, -1.1154, -1.4067)  0.0285
H (3.1582, 0.6533, -1.5029)  0.0025
H (1.7440, -2.7906, -1.4430)  -0.0057
H (-1.4357, -1.1728, 1.6133)  0.0059
H (-3.1114, 1.1241, -1.7506)  0.0345
C (0.3561, 1.1158, -1.8150)  0.0832
C (0.6738, 1.3801, 1.5292)  0.0591
H (2.8276, 0.2910, -3.2159)  -0.0010

## Properties
energy above the lowest of the compared OMol25 structures with the same formula, charge and spin = 28.9 kcal per mole
multiplicity = 4
E_LUMO (spin up / spin down) = 5.21 / 5.14 eV
electronic energy = -48132.0114 eV
charge = -2
HOMO-LUMO gap (spin up / spin down) = 2.77 / 6.12 eV
expectation value of S² = 3.763

=====

No. 2
The molecule C12H20N2 at a distorted geometry, computed with ωB97M-V/def2-TZVPD.

Last column: Löwdin charge in e.
Positions of all 34 atoms, in Å:
H (0.0619, -0.3220, -0.5491)  0.0983
H (2.2720, -1.6198, 2.7039)  0.0675
H (-2.2629, -0.4877, -1.1744)  0.1154
N (0.5102, 2.4441, -0.4714)  -0.0925
C (-1.8387, -2.9026, 2.6848)  -0.2452
C (1.6116, 1.9748, -1.2834)  -0.2395
H (-0.2962, 0.3453, 1.0878)  0.1312
H (-2.8020, 0.3383, 0.2363)  0.1096
H (4.1601, 3.1545, -4.5252)  0.0526
H (-0.3903, -4.5079, 3.0541)  0.1090
H (-2.6109, -3.6383, 2.3447)  0.1131
H (-2.6965, -1.1190, 2.3674)  0.1188
H (-3.0166, -2.2501, 0.2334)  0.1092
C (-0.4638, -3.5386, 2.5706)  -0.1115
H (2.1342, -2.2978, 0.9990)  0.0635
H (-2.0873, -2.8217, 3.7709)  0.1252
C (-0.6774, 0.2877, 0.0048)  -0.2133
N (-1.9045, -1.6373, 1.9890)  -0.0769
C (-0.7085, 1.7336, -0.5591)  -0.2769
C (1.6860, -2.2486, 2.0064)  -0.0013
H (-1.2562, -2.3524, 0.1169)  0.1372
C (-2.0487, -0.3834, -0.1015)  -0.2211
H (3.5774, 4.8137, -4.1732)  0.0363
H (2.5060, 2.2369, -0.7535)  0.1160
H (0.6628, 2.4506, -3.2017)  0.1228
H (1.5556, 0.8851, -1.3632)  0.1036
C (1.6143, 2.5592, -2.6438)  -0.1118
H (-1.4863, 2.2366, 0.0376)  0.1166
C (2.5572, 3.2279, -3.2168)  -0.1015
C (0.5897, -2.8824, 2.2839)  -0.1426
H (-1.0897, 1.7246, -1.6098)  0.1245
C (-2.1065, -1.7427, 0.5661)  -0.2641
H (0.7522, 2.5559, 0.5245)  0.1228
C (3.4919, 3.7833, -3.9559)  0.0049

## Properties
energy above the lowest of the compared OMol25 structures with the same formula, charge and spin = 114.5 kcal per mole
E_LUMO = 0.96 eV
electronic energy = -15744.2231 eV
charge = 0
SMILES string = C=C=CCNCCCCNCC=C=C
HOMO-LUMO gap = 9.40 eV

=====

No. 3
A structure of composition C12H20N2O2S5SbTl, computed with ωB97M-V/def2-TZVPD.

Last column: Löwdin charge in e.
Positions of all 43 atoms, in Å:
C (-0.8048, 3.3537, 0.0358)  -0.0184
S (-3.5282, -0.0106, 5.2641)  -0.4168
H (-3.4848, -0.5288, -4.0639)  0.0979
C (4.8382, -0.7342, 0.1067)  -0.4166
C (-4.7146, -1.2430, -2.4374)  -0.0894
H (-0.6052, 0.3259, -2.4446)  0.1164
H (3.5910, -1.8457, 2.5161)  0.0646
C (-2.7217, 0.0351, -2.1366)  -0.2912
C (-3.9113, -0.6035, -0.2840)  -0.1546
H (5.2236, -0.2921, 1.0264)  0.0791
S (-0.8928, 0.8620, 2.5856)  -0.2158
H (6.6733, -0.8065, -1.0613)  0.0602
C (2.6581, -0.0921, 1.6196)  -0.4297
C (-4.8684, -1.2491, -1.0657)  -0.0581
O (2.4326, -1.3677, -0.7409)  -0.5940
H (2.0538, -2.1586, 1.7002)  0.0466
H (2.0475, -1.3456, 3.2573)  0.0150
C (-0.4967, 2.3159, -1.0102)  -0.5478
H (3.3710, 0.6001, 2.0768)  0.0853
Tl (-0.6091, -1.1080, 0.6733)  0.3475
H (-1.6433, 0.9785, -3.7300)  0.1087
H (-5.4340, -1.7417, -3.0775)  0.0946
H (4.7710, -1.8168, 0.2199)  0.0862
N (-2.8521, 0.0010, -0.8130)  0.0598
C (5.6824, -0.3495, -1.1029)  -0.1694
C (-1.5465, 0.8397, -2.6509)  -0.1320
S (3.1204, -0.1865, -0.1310)  0.8527
S (-2.5812, -2.3697, 2.3369)  -0.3034
C (-3.6295, -0.5727, -2.9907)  -0.0450
Sb (-1.8068, -0.8507, 3.9940)  -0.3127
H (5.1968, -0.6791, -2.0239)  0.0660
N (-1.4715, 2.1189, -1.9678)  0.0534
H (-5.6965, -1.7550, -0.5876)  0.1024
H (0.0904, 3.9402, 0.2337)  0.0816
H (-1.0535, 2.8057, 0.9525)  -0.0109
H (-3.9710, -0.6031, 0.7997)  0.0558
H (5.8073, 0.7331, -1.1623)  0.0625
H (-2.3644, 2.5394, -1.7676)  0.1236
O (0.5480, 1.6958, -1.0243)  0.0001
H (-1.6364, 4.0045, -0.2375)  0.0696
H (1.6797, 0.3983, 1.6343)  -0.0106
S (-0.0560, -1.7977, 5.1627)  -0.3584
C (2.5955, -1.4398, 2.3159)  -0.1548

## Properties
energy above the lowest of the compared OMol25 structures with the same formula, charge and spin = 5.9 kcal per mole
E_LUMO = 4.10 eV
electronic energy = -85254.5446 eV
charge = -2
HOMO-LUMO gap = 4.96 eV

=====

No. 4
The ion C12H20N3 with charge +1 at a distorted geometry, computed with ωB97M-V/def2-TZVPD.

Last column: Löwdin charge in e.
Positions of all 35 atoms, in Å:
H (-1.9311, 2.4889, 1.5232)  0.1426
N (1.0864, 0.3645, 2.2327)  0.2437
H (-1.7150, -3.6458, -2.4312)  0.1697
C (-0.4920, -4.6183, -0.9971)  -0.0018
H (-0.6936, 3.7827, 2.1460)  0.1186
H (0.0978, -5.4487, -1.2436)  0.1058
C (0.1316, -3.3163, -1.2421)  -0.1267
C (0.5929, 0.0814, 1.1468)  -0.1576
H (1.2833, -0.2650, 3.0087)  0.1112
C (1.4271, -2.4553, 1.1752)  -0.0965
H (-1.7842, -1.1062, -1.2855)  0.1928
C (-0.0373, 2.4470, 0.4541)  -0.5262
H (-0.8945, 1.2668, -1.7535)  0.1300
N (-0.7426, -3.8820, -2.2910)  0.1213
C (-0.4335, 0.5001, -1.0257)  -0.0176
H (2.0390, 2.3923, -0.1513)  0.0431
H (-0.3774, 2.2002, 2.5121)  0.0040
H (1.4502, 4.0196, 0.2533)  0.1178
H (0.0172, 3.4766, -1.3168)  0.0612
C (-0.6133, -0.8979, -1.4661)  -0.1123
C (-0.7430, 3.1903, -0.6640)  -0.0762
H (-1.3602, -4.8178, -0.4850)  0.1042
C (1.4666, 2.9183, 0.4749)  -0.0059
H (1.8874, -3.3364, 0.5841)  0.1223
N (0.5109, -1.5436, 0.5222)  0.0101
H (-1.5580, 2.7035, -1.3025)  0.0967
H (-1.2315, 4.0756, -0.1617)  0.1118
C (-0.7881, 2.7148, 1.7566)  -0.0458
H (1.0980, -2.8085, 2.2321)  0.1197
H (-0.2491, -4.2314, -3.0532)  0.1400
C (0.0463, 0.9343, 0.1345)  -0.1449
H (2.3213, -1.9827, 1.5155)  0.0605
H (-0.3046, -0.9251, -2.5001)  0.1263
H (1.7821, 2.7147, 1.4391)  0.0493
C (0.0203, -1.9864, -0.6638)  -0.1911

## Properties
energy above the lowest of the compared OMol25 structures with the same formula, charge and spin = 129.2 kcal per mole
E_LUMO = -2.94 eV
electronic energy = -17226.7881 eV
charge = +1
SMILES string = [H]/N=C1/C(C(C)(C)C)=CC/C(=C2/C[NH2+]2)N1C
HOMO-LUMO gap = 9.13 eV

=====

No. 5
A structure of composition C12H20N5O2ScSe at a distorted geometry, computed with ωB97M-V/def2-TZVPD.

Last column: Löwdin charge in e.
Positions of all 41 atoms, in Å:
C (0.2909, -1.4155, 2.6718)  -0.1709
C (3.3680, -0.6023, 1.4233)  -0.1951
N (0.1255, -2.4130, 0.4498)  -0.0168
H (4.3988, -0.3797, 1.7005)  0.1382
H (0.4982, 0.5832, 2.4169)  0.1082
N (-1.2898, 3.9784, 0.2079)  -0.1825
C (-3.5764, 3.3888, -0.3166)  0.0191
H (-0.8889, -2.4919, 0.3758)  0.1133
H (0.0040, -3.5119, 2.2846)  0.1386
Sc (0.7474, -0.3104, -0.2985)  1.0146
H (0.6176, 0.3026, -4.8107)  0.1061
C (-4.4177, 2.3866, -0.6386)  -0.0246
C (0.5419, -2.6647, 1.8590)  -0.1900
H (3.3009, -1.6845, 1.3061)  0.1149
N (-0.4025, 1.5610, -0.0400)  -0.3525
C (-1.7074, 1.7157, -0.2694)  -0.3356
H (-4.6509, 0.2726, -1.0736)  0.1267
H (1.4283, -1.2692, -4.5228)  0.0994
Se (0.2817, 3.2057, 0.3181)  1.2044
C (-3.9369, 1.0378, -0.7976)  -0.0139
C (-2.1866, 3.0763, -0.1241)  -0.3463
H (0.5824, -1.5698, 3.7128)  0.1379
C (0.1055, -0.7093, -2.3167)  -0.3746
H (-0.0921, -1.2041, -5.4725)  0.1065
H (2.6037, 0.9641, 2.6707)  0.1344
H (-5.4696, 2.5849, -0.7886)  0.1256
H (0.4699, -3.1560, -0.1563)  0.1185
H (-0.7776, -1.1844, 2.6713)  0.1356
H (-3.9030, 4.4120, -0.1977)  0.1344
N (3.0090, 0.0120, 0.1185)  -0.0157
H (-2.3153, -0.3255, -0.7973)  0.0934
O (1.3129, -0.2828, -2.1581)  -0.1282
C (0.4786, -0.7642, -4.6643)  0.0304
N (0.9915, -0.2400, 2.0873)  -0.1243
H (3.2762, 0.9962, 0.1192)  0.1173
C (2.4182, -0.0973, 2.4916)  -0.1624
O (-0.3660, -0.9606, -3.4746)  -0.0258
H (3.5627, -0.3946, -0.6338)  0.1165
H (2.6070, -0.6084, 3.4377)  0.1383
C (-2.6379, 0.6936, -0.6246)  -0.0297
H (1.5981, -2.9315, 1.8535)  0.1165

## Properties
energy above the lowest of the compared OMol25 structures with the same formula, charge and spin = 0.7 kcal per mole
E_LUMO = -7.24 eV
electronic energy = -110348.6500 eV
charge = +2
HOMO-LUMO gap = 7.90 eV